No. 1
21
Properties=species:S:1:pos:R:3 method="wB97M-V/def2-TZVPD" orbital_gap_ha=0.352 max_force_ev_per_a=1.30 de_lowest_kj_mol=0.0 lumo_energy_ev=0.7 multiplicity=1 e_homo_ev=-8.9
O -1.5201 0.0121 -3.7919
O -1.7013 -0.8327 -0.4259
N -0.2720 0.2594 -1.8973
N 1.3441 0.2849 0.3802
N 1.8737 0.9771 -0.5907
N -2.6279 -1.9228 1.4017
N 1.4368 0.8142 1.5719
C 2.1071 1.9424 1.3733
C -0.4941 -0.4726 -0.9091
C -0.2141 -1.4860 1.1657
C 2.3820 2.0447 0.0071
C -1.5050 -1.4328 0.8117
C 0.5965 -0.9018 0.0587
C -1.0324 0.6942 -2.9339
H 0.1974 -1.8818 2.0687
H 2.3516 2.5973 2.1823
H -2.5651 -2.1269 2.3843
H -3.5027 -1.5570 1.0660
H -1.0365 1.8002 -2.9676
H 2.9012 2.8042 -0.5375
H 1.2809 -1.6162 -0.4177

***

No. 2
35
Properties=species:S:1:pos:R:3 method="wB97M-V/def2-TZVPD" orbital_gap_ha="0.346 / 0.240" max_force_ev_per_a=1.40 lumo_energy_ev="-9.4 / -13.9" charge=+3 multiplicity=5 e_homo_ev="-18.8 / -20.4"
Rh 0.4215 0.4124 0.3331
S 2.7892 0.3523 0.2931
P -0.7556 0.5228 -1.8215
P -0.7560 -1.6285 0.9971
N 4.5151 1.9012 1.5380
N 0.9208 2.2918 1.6990
N 2.3070 2.4324 1.9241
C -2.2832 -1.3611 1.9594
C 3.2391 1.6779 1.3388
C 0.0162 -3.1421 1.6249
C -1.9027 -0.9162 -1.5281
C -1.2725 -2.0627 -0.7393
C 0.2794 0.0677 -3.2466
C -1.8170 1.9132 -2.3176
H 0.7906 -0.8807 -3.0796
H -2.3674 2.3221 -1.4700
H -1.9939 -2.8877 -0.6544
H -2.2088 -1.2921 -2.5119
H 0.4376 2.2215 2.6047
H -0.7605 -3.9037 1.7383
H -1.2241 2.7059 -2.7730
H 0.4765 -2.9750 2.5997
H 5.2225 1.3162 1.1036
H -2.0607 -1.4296 3.0249
H 0.5588 3.1357 1.2315
H 0.7748 -3.5104 0.9341
H 2.6027 3.2124 2.5137
H 1.0202 0.8413 -3.4503
H -0.3626 -0.0232 -4.1262
H -3.0071 -2.1385 1.7018
H -2.5443 1.5653 -3.0558
H -2.7928 -0.5395 -1.0176
H -0.3950 -2.4515 -1.2703
H -2.7328 -0.3887 1.7587
H 4.8650 2.6392 2.1440

***

No. 3
8
Properties=species:S:1:pos:R:3 method="wB97M-V/def2-TZVPD" orbital_gap_ha="0.315 / 0.317" max_force_ev_per_a=5.53 de_lowest_kj_mol=83.0 lumo_energy_ev="-1.1 / -1.1" multiplicity=1 e_homo_ev="-9.6 / -9.7"
P 0.1303 -0.1353 -0.3075
O 0.3426 -0.1540 -1.7367
O -1.5973 1.7800 0.1133
O -0.6042 -1.3502 0.2599
O 1.3628 0.1650 0.6422
N -0.4665 1.3113 0.3533
H -1.4911 -1.5476 0.1481
H 2.3234 -0.0691 0.5275